A molecular structure, C26H45Cl3GdO2P2 in a non-equilibrium geometry, computed with ωB97M-V/def2-TZVPD.

The geometry in XYZ format:
```
79
Properties=species:S:1:pos:R:3:forces:R:3
Gd -0.214 0.015 0.832 0.8 -0.1 -0.1
C -2.180 1.722 0.740 -0.6 -0.8 0.3
C -2.517 0.783 -0.283 -0.6 -0.2 1.1
C -2.540 -0.333 1.750 -0.1 0.1 -0.9
C -2.234 1.046 1.999 -0.1 0.4 -1.0
C -2.724 -0.489 0.333 -0.1 1.0 0.3
C -1.978 3.184 0.557 0.1 0.5 0.0
H -1.570 3.421 -0.434 -0.1 0.0 0.1
H -1.276 3.577 1.302 -0.1 0.1 -0.1
H -2.923 3.736 0.668 0.2 -0.1 -0.1
C -2.060 1.668 3.329 0.3 0.1 0.6
H -1.862 2.744 3.274 -0.1 -0.2 -0.1
H -1.223 1.199 3.860 -0.3 0.2 -0.1
H -2.947 1.523 3.959 0.1 0.0 -0.1
C -2.663 -1.405 2.771 -0.1 -0.3 0.4
H -3.712 -1.617 3.028 0.2 0.1 -0.1
H -2.143 -1.141 3.700 -0.1 -0.1 -0.3
H -2.238 -2.351 2.404 -0.1 0.1 0.1
C -3.179 -1.721 -0.360 -0.1 -0.5 -0.3
H -4.279 -1.795 -0.393 0.3 0.0 0.1
H -2.801 -2.622 0.134 -0.1 0.1 -0.1
H -2.822 -1.743 -1.397 -0.1 0.0 0.2
C -2.817 1.137 -1.692 0.1 0.1 -0.7
H -3.794 1.634 -1.812 0.3 -0.2 0.2
H -2.813 0.260 -2.340 -0.1 0.1 0.2
H -2.056 1.812 -2.091 -0.2 0.1 0.0
C 1.478 0.550 -2.540 -0.3 0.5 -0.2
C 0.439 1.388 -2.702 0.7 -0.2 0.1
C -0.201 1.635 -4.042 -0.3 0.5 -0.2
C -1.088 0.517 -4.680 -0.6 0.2 -0.2
C -1.178 -0.796 -3.949 0.3 -0.4 -0.2
C -0.127 -1.609 -3.791 -0.4 0.2 -0.1
C 1.222 -1.311 -4.384 0.3 -0.4 -0.1
C 2.080 -0.211 -3.688 0.6 -0.3 0.0
H 0.576 1.909 -4.774 -0.1 -0.1 0.3
H -0.759 0.369 -5.724 0.0 -0.1 0.4
H -0.834 2.531 -3.941 0.3 -0.3 -0.1
H 2.411 0.497 -4.465 -0.1 -0.1 0.3
H 2.044 0.481 -1.604 -0.4 0.1 0.0
H 0.098 2.058 -1.903 0.2 -0.4 0.1
H 2.999 -0.692 -3.323 -0.2 0.2 -0.1
H 1.801 -2.247 -4.361 -0.1 0.3 -0.1
H -0.212 -2.566 -3.272 -0.2 0.3 -0.2
H 1.124 -1.053 -5.450 -0.1 -0.1 0.3
H -2.112 0.913 -4.761 0.4 -0.1 0.0
H -2.180 -1.088 -3.626 0.5 -0.1 0.1
P 1.752 2.169 1.151 0.8 0.7 0.7
C 1.569 2.993 2.782 -0.3 -0.1 0.1
H 2.430 3.657 2.940 -0.2 -0.2 0.0
H 1.539 2.240 3.582 0.0 0.2 -0.2
H 0.645 3.582 2.817 0.2 -0.1 0.1
C 3.473 1.589 1.366 0.0 -0.4 -0.1
H 4.099 2.434 1.682 -0.2 -0.2 -0.1
H 3.842 1.204 0.409 0.1 0.0 0.2
H 3.506 0.788 2.119 0.0 0.3 -0.3
C 2.042 3.601 0.072 -0.2 0.1 -0.2
H 2.439 3.251 -0.887 -0.1 0.1 0.1
H 2.761 4.280 0.544 -0.1 -0.1 -0.1
H 1.096 4.122 -0.100 0.2 0.1 -0.1
P 1.041 -2.588 0.275 0.2 -1.5 -0.2
C -0.039 -3.862 -0.490 -0.3 0.1 -0.2
H 0.581 -4.698 -0.852 -0.3 0.2 0.2
H -0.570 -3.407 -1.341 0.1 -0.3 0.3
H -0.776 -4.230 0.235 0.1 0.1 -0.2
C 2.517 -2.865 -0.775 0.2 0.4 -0.1
H 2.243 -2.873 -1.841 0.1 0.1 0.3
H 2.958 -3.836 -0.500 -0.1 0.4 -0.2
H 3.239 -2.064 -0.586 0.1 -0.2 -0.2
C 1.583 -3.486 1.776 0.0 0.2 0.1
H 2.042 -4.438 1.468 -0.2 0.3 0.2
H 0.721 -3.674 2.426 0.2 0.0 -0.1
H 2.317 -2.885 2.329 -0.1 -0.2 -0.1
Cl 2.145 -1.287 6.338 -0.3 0.0 -0.4
C 0.823 -1.099 5.181 -0.1 0.1 0.2
Cl -0.001 -2.671 4.943 0.1 0.3 0.1
Cl -0.335 0.106 5.842 0.4 -0.5 -0.1
C 1.342 -0.629 3.781 0.8 0.2 -1.4
O 2.549 -0.558 3.575 -1.6 -0.1 0.4
O 0.409 -0.387 2.880 0.9 -0.4 1.5
```
Forces are in eV/Å.

Results
E_tot, eV: -108762.1799
Frontier orbital gap (spin up / spin down), hartree: 0.308 / 0.199
Maximum force, hartree/bohr: 0.035
Spin multiplicity: 8
Expectation value of S²: 16.0686
Charge: +1